{
  "formula": "C2H2Cl3OP",
  "method": "ωB97M-V/def2-TZVPD",
  "s_squared": 2.009,
  "homo_energy_ha": [-0.2449, -0.4075],
  "spin_multiplicity": 3,
  "orbital_gap_ev": [6.63, 8.17],
  "relative_energy_kj_mol": 206.1,
  "species": ["C", "C", "O", "P", "Cl", "Cl", "Cl", "H", "H"],
  "xyz": [[0.058, 0.204, 0.004], [-1.028, 1.104, -0.077], [-1.164, -2.215, -0.272], [0.065, -1.431, -0.241], [1.661, 1.067, 0.056], [-2.036, 0.613, -1.469], [-2.078, 0.717, 1.348], [1.156, -2.113, -0.336], [-0.710, 2.149, -0.258]]
}

{
  "formula": "C27H38N4S3Tl",
  "method": "ωB97M-V/def2-TZVPD",
  "total_charge": 1,
  "homo_energy_ha": -0.3935,
  "orbital_gap_ev": 7.21,
  "species": ["Tl", "S", "C", "N", "C", "C", "N", "C", "C", "C", "C", "C", "C", "C", "C", "S", "C", "C", "C", "C", "C", "C", "C", "H", "H", "H", "H", "H", "H", "H", "H", "H", "H", "H", "H", "H", "H", "H", "H", "H", "H", "C", "C", "C", "C", "N", "C", "S", "N", "C", "C", "C", "C", "H", "H", "H", "H", "H", "H", "H", "H", "H", "H", "H", "H", "H", "H", "H", "H", "H", "H", "H", "H"],
  "xyz": [[0.090, 0.125, 1.509], [-1.731, -1.686, -0.023], [-3.092, -0.753, -0.301], [-4.228, -1.296, -0.745], [-5.405, -0.463, -0.871], [-5.406, 0.512, 0.298], [-4.218, 1.325, 0.165], [-4.308, 2.765, 0.295], [-4.108, 3.264, 1.711], [-4.868, 2.782, 2.771], [-4.737, 3.335, 4.034], [-3.851, 4.379, 4.246], [-3.062, 4.837, 3.204], [-3.185, 4.274, 1.946], [-3.066, 0.713, -0.130], [-1.657, 1.571, -0.411], [-4.394, -2.734, -0.850], [-4.688, -3.314, 0.516], [-3.752, -4.118, 1.149], [-4.007, -4.635, 2.409], [-5.189, -4.331, 3.059], [-6.121, -3.513, 2.444], [-5.875, -3.013, 1.177], [-6.289, -1.096, -0.856], [-5.383, 0.082, -1.823], [-5.376, -0.060, 1.236], [-6.292, 1.148, 0.290], [-5.290, 3.084, -0.067], [-3.549, 3.207, -0.355], [-5.579, 1.983, 2.619], [-5.336, 2.957, 4.850], [-3.778, 4.835, 5.221], [-2.354, 5.635, 3.368], [-2.572, 4.633, 1.133], [-3.467, -3.155, -1.244], [-5.205, -2.932, -1.555], [-2.825, -4.349, 0.649], [-3.273, -5.265, 2.887], [-5.387, -4.728, 4.043], [-7.039, -3.257, 2.951], [-6.633, -2.406, 0.706], [6.979, -3.025, -4.746], [6.453, -1.608, -4.556], [5.280, -1.563, -3.576], [4.753, -0.133, -3.413], [3.636, -0.045, -2.502], [3.664, 0.006, -1.162], [2.165, 0.072, -0.401], [4.827, 0.035, -0.514], [4.997, 0.089, 0.921], [6.264, 0.856, 1.301], [6.103, 2.377, 1.278], [5.827, 2.944, -0.108], [7.808, -3.027, -5.447], [6.198, -3.672, -5.137], [7.325, -3.436, -3.800], [6.130, -1.209, -5.520], [7.258, -0.967, -4.187], [5.596, -1.956, -2.606], [4.474, -2.203, -3.943], [4.408, 0.235, -4.381], [5.555, 0.530, -3.075], [2.707, -0.120, -2.887], [5.679, -0.053, -1.048], [5.056, -0.934, 1.313], [4.115, 0.568, 1.354], [7.076, 0.567, 0.629], [6.558, 0.556, 2.308], [7.019, 2.826, 1.668], [5.291, 2.659, 1.949], [6.606, 2.649, -0.807], [5.809, 4.029, -0.071], [4.867, 2.606, -0.489]]
}

{
  "formula": "C14H41BrCuN7O5",
  "method": "ωB97M-V/def2-TZVPD",
  "total_charge": 1,
  "s_squared": 0.757,
  "homo_energy_ha": [-0.4354, -0.4124],
  "spin_multiplicity": 2,
  "orbital_gap_ev": [7.54, 2.94],
  "relative_energy_kj_mol": 642.2,
  "species": ["Cu", "Br", "C", "O", "N", "N", "H", "H", "H", "H", "C", "O", "N", "N", "H", "H", "H", "H", "C", "C", "C", "O", "C", "N", "H", "H", "H", "H", "H", "H", "H", "H", "H", "H", "H", "C", "C", "C", "O", "C", "N", "H", "H", "H", "H", "H", "H", "H", "H", "H", "H", "H", "C", "C", "C", "O", "C", "N", "H", "H", "H", "H", "H", "H", "H", "H", "H", "H", "H"],
  "xyz": [[-4.024, 2.143, 0.721], [-1.837, 0.516, 0.205], [-2.672, -2.837, -2.497], [-2.971, -3.875, -3.044], [-1.644, -2.640, -1.777], [-3.377, -1.805, -2.331], [-0.918, -3.342, -1.802], [-1.497, -1.738, -1.346], [-4.266, -1.787, -2.811], [-3.123, -0.949, -1.858], [-3.178, 1.251, 3.848], [-3.629, 1.645, 2.829], [-2.029, 0.680, 3.926], [-3.751, 1.236, 5.045], [-1.565, 0.689, 3.029], [-1.614, 0.302, 4.766], [-3.254, 0.866, 5.843], [-4.624, 1.742, 5.099], [2.418, 2.673, 0.017], [2.270, 1.176, -0.014], [3.594, 0.321, 0.135], [4.429, 0.802, -0.901], [5.650, 0.191, -0.782], [1.420, 0.889, 1.168], [1.492, 3.228, -0.131], [3.106, 2.946, -0.784], [2.923, 2.899, 0.956], [1.789, 0.913, -0.957], [3.345, -0.736, 0.218], [4.060, 0.618, 1.075], [5.661, -0.839, -0.425], [6.185, 0.830, -0.079], [6.218, 0.319, -1.704], [0.449, 1.038, 0.932], [1.543, -0.112, 1.215], [0.600, 2.150, -4.507], [0.211, 2.230, -3.071], [-0.119, 3.689, -2.481], [0.929, 4.648, -2.698], [0.650, 5.851, -2.058], [-0.899, 1.252, -3.084], [1.478, 2.735, -4.781], [-0.182, 2.311, -5.249], [0.979, 1.157, -4.753], [1.034, 1.805, -2.496], [-0.406, 3.660, -1.430], [-1.069, 3.923, -2.963], [0.175, 5.849, -1.077], [0.095, 6.544, -2.690], [1.554, 6.367, -1.734], [-1.135, 1.093, -2.115], [-0.634, 0.386, -3.532], [-0.148, -2.425, 3.165], [0.320, -3.096, 1.855], [-0.606, -4.190, 1.431], [-0.780, -5.173, 2.362], [-1.900, -6.001, 2.096], [0.575, -2.178, 0.732], [-1.137, -1.975, 3.084], [0.594, -1.702, 3.503], [-0.199, -3.076, 4.037], [1.237, -3.664, 2.014], [-0.139, -4.490, 0.493], [-1.597, -3.775, 1.248], [-1.802, -6.549, 3.033], [-1.936, -6.628, 1.205], [-2.794, -5.386, 2.204], [0.808, -2.791, -0.035], [-0.337, -1.805, 0.509]]
}

{
  "formula": "C20H26N4O4",
  "method": "ωB97M-V/def2-TZVPD",
  "homo_energy_ha": -0.2995,
  "smiles": "O=C(CCCCCCCCC(=O)N/N=C/c1ccco1)N/N=C/c1ccco1",
  "orbital_gap_ev": 8.50,
  "relative_energy_kj_mol": 440.6,
  "species": ["O", "C", "C", "C", "C", "C", "C", "C", "C", "C", "C", "O", "N", "N", "C", "C", "C", "C", "C", "O", "N", "N", "C", "C", "C", "C", "C", "O", "H", "H", "H", "H", "H", "H", "H", "H", "H", "H", "H", "H", "H", "H", "H", "H", "H", "H", "H", "H", "H", "H", "H", "H", "H", "H"],
  "xyz": [[-1.326, -0.704, -2.384], [-0.353, -1.286, -1.922], [-0.212, -2.781, -1.884], [-0.434, -3.354, -0.476], [-1.846, -3.125, 0.070], [-2.033, -1.769, 0.750], [-3.471, -1.572, 1.229], [-3.729, -0.171, 1.809], [-4.556, 0.739, 0.899], [-3.851, 1.107, -0.408], [-2.640, 1.982, -0.135], [-2.630, 2.872, 0.690], [-1.568, 1.647, -0.913], [-0.300, 2.113, -0.882], [0.057, 3.154, -0.227], [1.428, 3.573, -0.238], [2.011, 4.660, 0.374], [3.379, 4.619, 0.038], [3.538, 3.517, -0.749], [2.371, 2.880, -0.921], [0.673, -0.574, -1.390], [1.756, -1.174, -0.874], [2.664, -0.447, -0.349], [3.849, -1.011, 0.218], [4.916, -0.373, 0.813], [5.816, -1.387, 1.197], [5.239, -2.562, 0.811], [4.058, -2.347, 0.223], [-0.942, -3.207, -2.574], [0.796, -3.041, -2.208], [-0.247, -4.428, -0.535], [0.305, -2.926, 0.204], [-2.076, -3.907, 0.797], [-2.565, -3.217, -0.747], [-1.775, -0.971, 0.058], [-1.355, -1.697, 1.604], [-4.153, -1.751, 0.395], [-3.688, -2.328, 1.987], [-4.266, -0.264, 2.755], [-2.777, 0.317, 2.028], [-5.507, 0.253, 0.669], [-4.769, 1.665, 1.438], [-4.536, 1.692, -1.027], [-3.566, 0.217, -0.967], [-1.652, 0.864, -1.575], [-0.616, 3.770, 0.360], [1.515, 5.388, 0.982], [4.140, 5.309, 0.338], [4.400, 3.097, -1.230], [0.590, 0.458, -1.357], [2.587, 0.642, -0.306], [5.029, 0.682, 0.954], [6.759, -1.263, 1.689], [5.565, -3.579, 0.901]]
}

{
  "formula": "C5H11O3",
  "method": "ωB97M-V/def2-TZVPD",
  "total_charge": -1,
  "homo_energy_ha": -0.1649,
  "orbital_gap_ev": 8.35,
  "relative_energy_kj_mol": 292.4,
  "species": ["C", "C", "C", "O", "O", "H", "H", "H", "H", "H", "C", "C", "O", "H", "H", "H", "H", "H", "H"],
  "xyz": [[2.435, 1.002, -0.408], [1.160, 1.657, -0.959], [2.367, -0.471, 0.074], [3.306, -1.150, -0.310], [1.168, -0.829, 0.236], [3.405, 1.168, -1.138], [2.835, 1.737, 0.431], [1.251, 2.612, -1.709], [0.365, 1.971, -0.106], [0.519, 0.840, -1.566], [-2.141, -1.007, -0.125], [-2.538, -1.181, 1.389], [-1.207, 0.078, -0.200], [-1.577, -1.926, -0.555], [-3.047, -0.590, -0.570], [-2.765, -2.367, 1.452], [-0.317, -0.172, 0.178], [-3.315, -0.473, 1.637], [-1.903, -0.897, 2.248]]
}

{
  "formula": "C3H7N2OS",
  "method": "ωB97M-V/def2-TZVPD",
  "total_charge": -1,
  "homo_energy_ha": -0.0951,
  "smiles": "NC(=O)[C@@H](N)C[S-]",
  "orbital_gap_ev": 6.37,
  "relative_energy_kj_mol": 116.8,
  "species": ["N", "C", "O", "C", "N", "C", "S", "H", "H", "H", "H", "H", "H", "H"],
  "xyz": [[-1.044, -0.848, 2.093], [-1.440, -0.190, 0.986], [-2.485, -0.321, 0.413], [-0.166, 0.491, 0.281], [1.162, 0.362, 1.052], [0.165, -0.250, -1.175], [1.692, 0.427, -1.885], [-0.179, -0.639, 2.481], [-1.669, -1.371, 2.685], [-0.466, 1.550, 0.225], [1.728, 1.089, 0.888], [1.754, -0.388, 0.755], [0.184, -1.315, -0.874], [-0.729, -0.105, -1.870]]
}